Molecular formula: C36H42F3N9
Method: DFT, the ωB97M-V functional and the def2-TZVPD basis

XYZ file:
```
90
Properties=species:S:1:pos:R:3
F 1.92 -3.91 0.71
C 1.23 -5.08 0.93
C 1.07 -6.03 -0.10
C 0.43 -7.20 0.17
C -0.10 -7.38 1.45
C 0.14 -6.50 2.49
C 0.76 -5.28 2.20
H 1.53 -5.76 -1.03
H 0.27 -7.91 -0.64
H -0.68 -8.29 1.50
H -0.40 -6.73 3.40
H 0.75 -4.49 2.93
F 0.67 -1.66 -1.93
C -0.03 -1.05 -0.96
C -0.04 0.34 -0.84
C -0.83 0.92 0.17
C -1.52 0.10 1.04
C -1.44 -1.27 0.94
C -0.72 -1.83 -0.06
H 0.58 0.86 -1.56
H -0.83 1.99 0.28
H -2.17 0.56 1.77
H -2.00 -1.85 1.66
H -0.69 -2.91 -0.02
F 2.41 1.23 -3.80
C 3.54 0.55 -4.13
C 4.02 -0.44 -3.31
C 5.26 -1.10 -3.48
C 6.08 -0.63 -4.53
C 5.57 0.37 -5.36
C 4.33 0.92 -5.21
H 3.47 -0.71 -2.42
H 5.65 -1.84 -2.80
H 7.05 -1.10 -4.64
H 6.15 0.72 -6.20
H 4.07 1.76 -5.83
C -0.61 2.61 -3.87
C -0.64 4.07 -3.99
N -0.62 5.23 -4.06
H -0.89 2.15 -4.81
H -1.33 2.21 -3.15
H 0.37 2.17 -3.69
C 2.94 -1.10 1.06
C 4.12 -1.84 0.53
N 5.02 -2.44 0.16
H 2.40 -1.78 1.72
H 2.21 -0.87 0.28
H 3.26 -0.17 1.53
C -5.26 1.19 1.66
C -4.61 0.34 2.60
N -4.08 -0.40 3.28
H -5.15 0.91 0.61
H -4.88 2.21 1.77
H -6.31 1.18 1.96
C -1.00 5.15 2.14
C -0.69 5.33 3.57
N -0.46 5.56 4.68
H -1.93 5.69 1.93
H -1.08 4.12 1.81
H -0.25 5.61 1.51
C -3.66 4.86 -1.70
C -2.29 4.50 -1.29
N -1.23 4.22 -0.88
H -4.42 4.29 -1.17
H -3.63 4.73 -2.78
H -3.90 5.88 -1.40
C -1.26 -1.14 4.67
C -1.52 -2.43 4.09
N -1.66 -3.50 3.68
H -0.53 -0.74 3.96
H -0.67 -1.25 5.58
H -2.13 -0.52 4.88
C -1.50 -4.58 -2.29
C -0.81 -3.75 -3.29
N -0.30 -3.07 -4.08
H -0.73 -5.24 -1.89
H -2.32 -5.03 -2.85
H -1.85 -3.90 -1.51
C -2.62 3.02 6.02
C -2.81 2.88 4.58
N -2.92 2.79 3.43
H -1.53 3.08 6.01
H -2.89 2.13 6.59
H -3.02 3.96 6.38
C 2.16 3.62 -0.68
C 2.69 3.91 -2.00
N 3.08 4.14 -3.07
H 1.47 4.40 -0.38
H 2.95 3.61 0.07
H 1.80 2.59 -0.70
```

## Properties
Energy above the lowest of the compared OMol25 structures with the same formula, charge and spin: 0.0 kcal per mole
Kohn-Sham gap: 8.9310 eV
SMILES string: Fc1ccccc1.Fc1ccccc1.Fc1ccccc1.CC#N.CC#N.CC#N.CC#N.CC#N.CC#N.CC#N.CC#N.CC#N
E_tot: -2189.2523 hartree
F_max: 3.01 eV/A

=====

Molecular formula: C36H42FN2V
Method: DFT, the ωB97M-V functional and the def2-TZVPD basis

XYZ file:
```
82
Properties=species:S:1:pos:R:3
V 0.38 -0.45 -0.45
C 1.55 3.34 2.61
C 0.39 2.54 2.00
C -0.79 3.47 1.71
C 0.00 1.37 2.87
C -0.76 1.60 4.01
C -1.14 0.56 4.84
C -0.75 -0.73 4.52
C 0.02 -1.01 3.40
C 0.33 -2.48 3.14
C -0.50 -3.05 1.99
C 1.81 -2.81 2.95
C 0.41 0.05 2.57
N 1.23 -0.15 1.42
C 2.55 0.13 1.62
C 3.20 0.31 2.85
C 4.56 0.59 2.91
C 5.33 0.70 1.76
C 4.71 0.54 0.52
C 3.37 0.27 0.49
F 2.74 0.14 -0.73
H 1.80 4.19 1.97
H 2.44 2.73 2.73
H 1.26 3.73 3.59
H 0.73 2.14 1.04
H -1.02 4.10 2.58
H -1.69 2.91 1.46
H -0.56 4.13 0.88
H -1.07 2.61 4.24
H -1.74 0.75 5.72
H -1.06 -1.55 5.16
H 0.00 -2.99 4.05
H -0.22 -2.61 1.03
H -1.57 -2.86 2.14
H -0.34 -4.13 1.92
H 2.17 -2.49 1.98
H 1.95 -3.89 3.02
H 2.43 -2.34 3.72
H 2.62 0.24 3.76
H 5.02 0.72 3.88
H 6.39 0.92 1.82
H 5.26 0.64 -0.41
C -1.48 -3.83 -1.45
C -0.58 -3.62 -2.63
C -0.61 -4.49 -3.71
C 0.22 -4.32 -4.80
C 1.09 -3.24 -4.83
C 1.15 -2.34 -3.77
C 2.09 -1.17 -3.80
C 0.32 -2.53 -2.64
N 0.39 -1.64 -1.61
H -2.36 -4.41 -1.73
H -1.80 -2.87 -1.03
H -0.97 -4.36 -0.64
H -1.31 -5.32 -3.68
H 0.18 -5.01 -5.64
H 1.73 -3.08 -5.69
H 2.53 -1.04 -4.79
H 2.89 -1.29 -3.07
H 1.56 -0.25 -3.52
C -2.14 -0.16 -2.96
C -2.32 0.68 -1.69
C -3.59 0.17 -0.98
C -1.14 0.52 -0.76
C -2.46 2.16 -2.03
C -3.02 3.06 -1.11
C -3.10 4.41 -1.37
C -2.62 4.93 -2.57
C -2.06 4.06 -3.49
C -1.99 2.70 -3.22
H -2.16 -1.22 -2.70
H -1.18 0.03 -3.43
H -2.94 0.03 -3.68
H -3.49 -0.90 -0.81
H -4.49 0.35 -1.59
H -3.73 0.64 -0.01
H -1.21 1.21 0.10
H -3.40 2.68 -0.17
H -3.54 5.08 -0.63
H -2.68 5.99 -2.77
H -1.68 4.44 -4.43
H -1.54 2.05 -3.96
```

## Properties
Multiplicity: 2
Energy above the lowest of the compared OMol25 structures with the same formula, charge and spin: 0.0 kcal per mole
Total charge: -1
Kohn-Sham gap (spin up / spin down): 6.8778 / 6.8390 eV
E_tot: -2550.4074 hartree
F_max: 1.26 eV/A
⟨S²⟩: 0.852

=====

Molecular formula: C36H42N3PSTi
Method: DFT, the ωB97M-V functional and the def2-TZVPD basis

XYZ file:
```
84
Properties=species:S:1:pos:R:3
Ti -0.97 -0.34 0.73
C -2.25 1.03 3.70
N -1.75 1.62 2.46
C -0.62 2.49 2.79
C -2.83 2.38 1.79
C -3.38 1.64 0.59
N -2.34 1.32 -0.40
C -1.72 2.55 -0.90
C -2.94 0.60 -1.53
H -2.53 1.81 4.42
H -1.48 0.40 4.14
H -3.13 0.41 3.50
H -0.92 3.32 3.45
H -0.17 2.90 1.89
H 0.14 1.90 3.30
H -2.45 3.36 1.48
H -3.65 2.58 2.49
H -4.18 2.24 0.13
H -3.83 0.70 0.92
H -2.49 3.29 -1.17
H -1.14 2.33 -1.79
H -1.05 2.99 -0.16
H -3.70 1.21 -2.03
H -3.40 -0.32 -1.18
H -2.16 0.34 -2.24
S 1.17 -1.98 4.48
C 2.32 -0.86 3.91
C 1.89 -0.19 2.81
C 0.57 -0.55 2.35
C 0.08 -1.52 3.20
C -1.27 -2.07 3.14
C -1.76 -2.99 4.07
C -3.07 -3.42 3.98
C -3.89 -2.94 2.96
C -3.33 -2.04 2.07
N -2.07 -1.60 2.17
H 3.28 -0.75 4.41
H 2.51 0.54 2.31
H -1.12 -3.36 4.86
H -3.46 -4.14 4.70
H -4.91 -3.26 2.84
H -3.90 -1.65 1.24
C 4.07 0.47 -2.57
C 3.90 -0.55 -1.46
C 5.04 -1.22 -1.02
C 4.99 -2.19 -0.04
C 3.77 -2.53 0.53
C 2.63 -1.86 0.12
C 2.67 -0.87 -0.86
P 0.99 -0.22 -1.23
C 1.19 1.37 -2.11
C 0.68 1.59 -3.39
C 0.67 2.86 -3.95
C 1.18 3.93 -3.24
C 1.68 3.73 -1.96
C 1.69 2.47 -1.38
C 2.19 2.31 0.03
C 0.38 -1.41 -2.46
C 0.94 -1.58 -3.72
C 0.37 -2.45 -4.64
C -0.78 -3.15 -4.28
C -1.30 -3.03 -3.00
C -0.71 -2.19 -2.04
C -1.19 -2.15 -0.63
H 5.05 0.35 -3.02
H 3.98 1.49 -2.21
H 3.32 0.35 -3.36
H 5.99 -0.97 -1.48
H 5.90 -2.69 0.27
H 3.70 -3.29 1.30
H 1.69 -2.10 0.59
H 0.26 0.76 -3.94
H 0.27 3.00 -4.95
H 1.17 4.93 -3.67
H 2.05 4.58 -1.40
H 2.36 3.28 0.50
H 3.12 1.74 0.07
H 1.46 1.75 0.63
H 1.83 -1.02 -4.00
H 0.80 -2.57 -5.62
H -1.25 -3.82 -4.99
H -2.15 -3.63 -2.71
H -0.55 -2.81 -0.03
H -2.18 -2.61 -0.56
```

## Properties
Multiplicity: 3
Energy above the lowest of the compared OMol25 structures with the same formula, charge and spin: 0.0 kcal per mole
Kohn-Sham gap (spin up / spin down): 5.9542 / 7.4407 eV
E_tot: -3150.2496 hartree
F_max: 0.83 eV/A
⟨S²⟩: 2.006

=====

> Which of these has the highest F_max?

C36H42F3N9

=====

Copy entry 3 word for word.
Molecular formula: C36H42N3PSTi
Method: DFT, the ωB97M-V functional and the def2-TZVPD basis

XYZ file:
```
84
Properties=species:S:1:pos:R:3
Ti -0.97 -0.34 0.73
C -2.25 1.03 3.70
N -1.75 1.62 2.46
C -0.62 2.49 2.79
C -2.83 2.38 1.79
C -3.38 1.64 0.59
N -2.34 1.32 -0.40
C -1.72 2.55 -0.90
C -2.94 0.60 -1.53
H -2.53 1.81 4.42
H -1.48 0.40 4.14
H -3.13 0.41 3.50
H -0.92 3.32 3.45
H -0.17 2.90 1.89
H 0.14 1.90 3.30
H -2.45 3.36 1.48
H -3.65 2.58 2.49
H -4.18 2.24 0.13
H -3.83 0.70 0.92
H -2.49 3.29 -1.17
H -1.14 2.33 -1.79
H -1.05 2.99 -0.16
H -3.70 1.21 -2.03
H -3.40 -0.32 -1.18
H -2.16 0.34 -2.24
S 1.17 -1.98 4.48
C 2.32 -0.86 3.91
C 1.89 -0.19 2.81
C 0.57 -0.55 2.35
C 0.08 -1.52 3.20
C -1.27 -2.07 3.14
C -1.76 -2.99 4.07
C -3.07 -3.42 3.98
C -3.89 -2.94 2.96
C -3.33 -2.04 2.07
N -2.07 -1.60 2.17
H 3.28 -0.75 4.41
H 2.51 0.54 2.31
H -1.12 -3.36 4.86
H -3.46 -4.14 4.70
H -4.91 -3.26 2.84
H -3.90 -1.65 1.24
C 4.07 0.47 -2.57
C 3.90 -0.55 -1.46
C 5.04 -1.22 -1.02
C 4.99 -2.19 -0.04
C 3.77 -2.53 0.53
C 2.63 -1.86 0.12
C 2.67 -0.87 -0.86
P 0.99 -0.22 -1.23
C 1.19 1.37 -2.11
C 0.68 1.59 -3.39
C 0.67 2.86 -3.95
C 1.18 3.93 -3.24
C 1.68 3.73 -1.96
C 1.69 2.47 -1.38
C 2.19 2.31 0.03
C 0.38 -1.41 -2.46
C 0.94 -1.58 -3.72
C 0.37 -2.45 -4.64
C -0.78 -3.15 -4.28
C -1.30 -3.03 -3.00
C -0.71 -2.19 -2.04
C -1.19 -2.15 -0.63
H 5.05 0.35 -3.02
H 3.98 1.49 -2.21
H 3.32 0.35 -3.36
H 5.99 -0.97 -1.48
H 5.90 -2.69 0.27
H 3.70 -3.29 1.30
H 1.69 -2.10 0.59
H 0.26 0.76 -3.94
H 0.27 3.00 -4.95
H 1.17 4.93 -3.67
H 2.05 4.58 -1.40
H 2.36 3.28 0.50
H 3.12 1.74 0.07
H 1.46 1.75 0.63
H 1.83 -1.02 -4.00
H 0.80 -2.57 -5.62
H -1.25 -3.82 -4.99
H -2.15 -3.63 -2.71
H -0.55 -2.81 -0.03
H -2.18 -2.61 -0.56
```

## Properties
Multiplicity: 3
Energy above the lowest of the compared OMol25 structures with the same formula, charge and spin: 0.0 kcal per mole
Kohn-Sham gap (spin up / spin down): 5.9542 / 7.4407 eV
E_tot: -3150.2496 hartree
F_max: 0.83 eV/A
⟨S²⟩: 2.006

=====

> Which value of E_tot does entry 1 give?

-2189.2523 hartree